# 1
Here is a structure of composition C36H37Cl2CsN12Se from OMol25. Energies are from the ωB97M-V functional and the def2-TZVPD basis.

Cartesian coordinates (Å):
Cs1 -0.003 -0.263 -0.475
C1 -3.604 -1.992 -0.833
N1 -2.283 -1.983 -1.442
C2 -2.263 -2.684 -2.715
C3 -0.908 -2.638 -3.355
N2 0.160 -2.082 -2.851
C4 1.157 -2.257 -3.813
C5 2.481 -1.824 -3.822
C6 3.252 -2.126 -4.929
C7 2.723 -2.844 -6.013
C8 1.408 -3.268 -6.027
C9 0.640 -2.955 -4.910
N3 -0.688 -3.186 -4.585
C10 -3.592 -1.253 0.469
N4 -2.517 -0.892 1.112
C11 -2.978 -0.209 2.239
C12 -2.264 0.432 3.251
C13 -2.984 1.074 4.242
C14 -4.388 1.084 4.236
C15 -5.111 0.455 3.239
C16 -4.377 -0.183 2.244
N5 -4.743 -0.874 1.098
H1 -3.998 -3.005 -0.673
H2 -4.298 -1.495 -1.515
H3 -1.611 -2.397 -0.808
H4 -2.977 -2.192 -3.382
H5 -2.587 -3.732 -2.636
H6 2.871 -1.238 -2.995
H7 4.283 -1.794 -4.977
H8 3.359 -3.060 -6.864
H9 1.000 -3.811 -6.871
H10 -1.370 -3.654 -5.156
H11 -1.178 0.437 3.245
H12 -2.460 1.585 5.043
H13 -4.915 1.598 5.030
H14 -6.195 0.467 3.235
H15 -5.680 -1.043 0.776
Se1 -1.493 6.607 4.608
N6 -0.098 5.515 4.558
C17 -0.326 4.679 3.585
C18 0.578 3.587 3.238
C19 1.748 3.355 3.958
C20 2.552 2.297 3.599
C21 2.146 1.500 2.535
N7 1.040 1.700 1.832
C22 0.257 2.742 2.166
C23 -0.977 2.971 1.378
N8 -1.219 2.146 0.352
C24 -2.332 2.304 -0.341
C25 -3.276 3.289 -0.072
C26 -3.033 4.151 0.971
C27 -1.864 4.001 1.717
C28 -1.545 4.880 2.835
N9 -2.296 5.876 3.207
H16 2.000 4.014 4.780
H17 3.476 2.087 4.122
H18 2.766 0.661 2.223
H19 -2.498 1.602 -1.157
H20 -4.172 3.371 -0.674
H21 -3.724 4.944 1.231
C29 1.536 3.256 -4.739
C30 0.679 2.176 -4.896
C31 0.442 1.356 -3.804
N10 0.997 1.549 -2.605
C32 1.818 2.594 -2.468
C33 2.119 3.470 -3.498
H22 1.746 3.919 -5.569
H23 0.202 1.970 -5.846
H24 -0.217 0.494 -3.894
H25 2.249 2.742 -1.480
H26 2.792 4.301 -3.328
N11 3.555 -3.944 3.353
C34 2.086 -4.285 3.321
C35 1.455 -3.789 2.024
N12 1.513 -2.362 1.777
H27 3.985 -4.177 4.246
H28 3.680 -2.945 3.181
H29 4.065 -4.434 2.616
H30 1.634 -3.801 4.185
H31 1.996 -5.363 3.430
H32 0.412 -4.108 2.056
H33 1.909 -4.311 1.178
H34 2.406 -1.989 1.475
H35 1.060 -1.775 2.466
Cl1 3.651 0.055 -0.478
C36 5.050 -1.008 -0.454
Cl2 5.206 -1.911 1.086
H36 5.946 -0.419 -0.559
H37 4.953 -1.739 -1.242

Results
E_tot: -146743.34342 eV
Total charge: +2
Multiplicity: 1
Highest occupied orbital energy: -12.5 eV
Frontier orbital gap: 0.273 hartree

---

# 2
Here is a structure of composition C36H37ClCrIN3OS2Sb in a non-equilibrium geometry from OMol25. Energies are from the ωB97M-V functional and the def2-TZVPD basis.

Cartesian coordinates (Å):
Cr1 -1.953 0.389 0.841
S1 0.276 -0.014 1.449
C1 0.152 -0.378 3.161
C2 1.273 -0.254 3.978
C3 1.203 -0.577 5.319
C4 0.019 -1.070 5.854
C5 -1.103 -1.184 5.060
C6 -1.063 -0.807 3.719
S2 -2.532 -0.831 2.777
H1 2.191 0.114 3.544
H2 2.063 -0.440 5.955
H3 -0.026 -1.363 6.892
H4 -2.035 -1.545 5.467
C7 -0.635 1.863 -3.004
C8 -0.880 1.004 -1.939
N1 -1.296 1.425 -0.752
C9 -1.419 2.761 -0.569
C10 -1.230 3.710 -1.597
C11 -0.838 3.222 -2.854
C12 -1.449 5.081 -1.283
C13 -1.797 5.473 -0.030
C14 -1.952 4.534 1.031
C15 -2.286 4.875 2.350
C16 -2.423 3.857 3.272
C17 -2.223 2.536 2.891
N2 -1.892 2.177 1.658
C18 -1.765 3.167 0.740
H5 -0.311 1.453 -3.948
H6 -0.739 -0.064 -2.049
H7 -0.697 3.896 -3.684
H8 -1.335 5.808 -2.074
H9 -1.966 6.519 0.182
H10 -2.437 5.907 2.627
H11 -2.687 4.072 4.294
H12 -2.328 1.732 3.607
Cl1 -6.709 -3.297 -2.383
C19 -5.875 -2.101 -1.454
C20 -6.596 -1.110 -0.823
C21 -5.937 -0.120 -0.106
I1 -6.980 1.449 0.827
C22 -4.548 -0.101 0.019
O1 -3.875 0.820 0.601
C23 -3.830 -1.194 -0.549
N3 -2.500 -1.188 -0.282
C24 -1.767 -2.152 -0.813
C25 -2.299 -3.138 -1.647
C26 -3.647 -3.168 -1.909
C27 -4.471 -2.182 -1.331
H13 -7.675 -1.104 -0.893
H14 -0.713 -2.148 -0.552
H15 -1.638 -3.876 -2.072
H16 -4.081 -3.933 -2.534
C28 1.804 -1.741 -3.944
C29 2.878 -2.102 -2.926
C30 4.239 -1.664 -3.430
Sb1 2.175 -1.330 -0.923
C31 3.324 0.552 -0.561
C32 4.777 0.395 -0.158
C33 3.195 1.469 -1.765
C34 3.234 -2.822 0.371
C35 3.067 -2.415 1.824
C36 4.691 -3.090 0.044
H17 2.027 -2.176 -4.919
H18 1.755 -0.658 -4.065
H19 0.822 -2.100 -3.631
H20 2.882 -3.187 -2.782
H21 4.196 -0.642 -3.802
H22 4.554 -2.300 -4.261
H23 5.000 -1.727 -2.658
H24 2.763 0.990 0.269
H25 5.333 -0.178 -0.897
H26 4.866 -0.090 0.811
H27 5.253 1.375 -0.084
H28 3.811 1.118 -2.589
H29 3.529 2.477 -1.511
H30 2.160 1.529 -2.103
H31 2.659 -3.738 0.198
H32 3.505 -1.435 2.007
H33 3.553 -3.134 2.484
H34 2.016 -2.365 2.099
H35 5.314 -2.228 0.264
H36 4.820 -3.370 -0.999
H37 5.056 -3.916 0.657

Results
E_tot: -121706.47461 eV
Multiplicity: 4
Highest occupied orbital energy (spin up / spin down): -6.5 / -6.7 eV
Frontier orbital gap (spin up / spin down): 0.203 / 0.204 hartree

---

# 3
Here is a structure of composition C36H37F3GeN9ReSSe from OMol25. Energies are from the ωB97M-V functional and the def2-TZVPD basis.

Cartesian coordinates (Å):
Re1 -0.676 -0.621 0.387
N1 -3.915 1.099 -2.068
C1 -3.167 0.190 -1.485
N2 -2.487 0.379 -0.370
C2 -2.615 1.637 0.263
N3 -2.088 1.812 1.429
N4 -1.538 0.599 1.823
C3 -1.834 0.168 2.996
C4 -1.599 -1.250 3.212
C5 -1.783 -1.870 4.431
C6 -1.630 -3.250 4.504
C7 -1.315 -3.942 3.352
C8 -1.144 -3.246 2.162
N5 -1.278 -1.923 2.070
C9 -3.352 2.700 -0.396
C10 -3.429 3.995 0.128
C11 -4.171 4.952 -0.533
C12 -4.852 4.632 -1.711
C13 -4.788 3.359 -2.244
C14 -4.028 2.408 -1.577
H1 -4.406 0.847 -2.918
H2 -3.125 -0.776 -1.963
H3 -2.351 0.805 3.707
H4 -2.049 -1.287 5.300
H5 -1.764 -3.768 5.442
H6 -1.205 -5.016 3.358
H7 -0.901 -3.763 1.255
H8 -2.908 4.228 1.045
H9 -4.231 5.954 -0.136
H10 -5.438 5.388 -2.213
H11 -5.313 3.111 -3.155
F1 0.434 3.703 -2.127
C15 0.558 2.894 -3.184
F2 -0.652 2.310 -3.386
F3 0.833 3.630 -4.248
C16 1.608 1.822 -2.960
C17 2.659 1.679 -3.853
C18 3.570 0.650 -3.660
C19 3.371 -0.229 -2.600
N6 2.361 -0.117 -1.746
C20 1.519 0.889 -1.918
S1 0.190 1.115 -0.780
H12 2.767 2.368 -4.679
H13 4.415 0.528 -4.319
H14 4.050 -1.057 -2.435
C21 3.400 -2.063 1.324
C22 2.170 -1.858 0.727
N7 1.233 -1.066 1.268
C23 1.539 -0.442 2.427
C24 2.754 -0.561 3.074
C25 3.703 -1.411 2.500
C26 2.975 0.153 4.347
C27 4.020 0.914 4.683
C28 5.162 1.335 3.850
C29 6.213 2.029 4.428
C30 7.239 2.433 3.586
N8 7.226 2.174 2.284
C31 6.176 1.502 1.838
N9 5.139 1.066 2.535
H15 4.111 -2.727 0.856
H16 1.928 -2.339 -0.205
H17 0.786 0.224 2.830
H18 4.656 -1.558 2.984
H19 2.192 0.027 5.086
H20 4.023 1.319 5.687
H21 6.238 2.247 5.484
H22 8.091 2.984 3.967
H23 6.167 1.286 0.775
C32 -3.104 -5.234 -3.219
Ge1 -3.343 -3.436 -2.543
C33 -4.673 -2.432 -3.565
C34 -3.724 -3.358 -0.621
C35 -1.607 -2.470 -2.889
Se1 -0.293 -2.322 -1.467
C36 -0.169 -4.210 -1.025
H24 -3.991 -5.831 -3.016
H25 -2.249 -5.736 -2.771
H26 -2.962 -5.204 -4.298
H27 -5.382 -3.130 -4.005
H28 -4.219 -1.880 -4.387
H29 -5.248 -1.752 -2.937
H30 -4.788 -3.199 -0.459
H31 -3.189 -2.536 -0.133
H32 -3.454 -4.285 -0.119
H33 -1.726 -1.455 -3.270
H34 -1.074 -3.016 -3.671
H35 -1.136 -4.605 -0.723
H36 0.580 -4.336 -0.246
H37 0.172 -4.708 -1.931

Results
E_tot: -194299.80590 eV
Total charge: +3
Multiplicity: 2
Highest occupied orbital energy (spin up / spin down): -15.3 / -15.3 eV
Frontier orbital gap (spin up / spin down): 0.174 / 0.186 hartree

---

# 4
Here is a structure of composition C36H37F3HgO3P2S in a non-equilibrium geometry from OMol25. Energies are from the ωB97M-V functional and the def2-TZVPD basis.

Cartesian coordinates (Å):
Hg1 0.948 -0.543 -0.363
C1 -2.125 -0.393 5.478
C2 -2.206 -0.456 4.143
C3 -2.550 0.730 3.330
C4 -1.372 1.717 3.109
C5 -0.295 1.736 4.139
C6 -0.639 2.179 5.361
C7 -2.042 2.232 5.852
C8 -2.496 0.812 6.319
C9 1.298 -0.317 1.735
H1 -1.741 -1.247 6.042
H2 -2.057 -1.387 3.587
H3 -3.403 1.279 3.744
H4 -2.870 0.411 2.342
H5 -0.986 1.604 2.097
H6 -1.850 2.696 3.164
H7 0.732 1.518 3.890
H8 0.063 2.683 6.019
H9 -2.752 2.694 5.148
H10 -2.067 2.866 6.749
H11 -2.044 0.645 7.319
H12 -3.594 0.849 6.398
H13 1.054 -1.176 2.365
H14 0.719 0.536 2.092
H15 2.369 -0.096 1.830
P1 -0.281 -1.890 -2.551
P2 1.852 0.517 -3.027
C10 -0.783 -0.352 -3.337
C11 0.129 0.621 -3.591
C12 -0.672 -3.095 -3.988
C13 -1.756 -2.850 -4.845
C14 -2.169 -3.802 -5.800
C15 -1.493 -5.024 -5.924
C16 -0.365 -5.246 -5.120
C17 0.050 -4.291 -4.177
C18 -1.792 -2.159 -1.562
C19 -2.297 -1.136 -0.736
C20 -2.866 -1.492 0.485
C21 -3.254 -2.810 0.733
C22 -3.002 -3.800 -0.233
C23 -2.204 -3.485 -1.343
C24 2.575 0.987 -4.714
C25 2.355 0.145 -5.829
C26 2.739 0.539 -7.120
C27 3.379 1.769 -7.334
C28 3.652 2.586 -6.231
C29 3.281 2.180 -4.936
C30 2.085 2.129 -2.171
C31 3.275 2.337 -1.447
C32 3.434 3.481 -0.673
C33 2.414 4.434 -0.613
C34 1.244 4.244 -1.351
C35 1.071 3.093 -2.124
H16 -1.846 -0.268 -3.589
H17 -0.060 1.468 -4.258
H18 -2.290 -1.901 -4.746
H19 -3.021 -3.591 -6.453
H20 -1.832 -5.780 -6.645
H21 0.196 -6.175 -5.238
H22 0.937 -4.474 -3.567
H23 -2.182 -0.079 -0.986
H24 -2.974 -0.729 1.252
H25 -3.731 -3.051 1.687
H26 -3.379 -4.820 -0.109
H27 -1.856 -4.267 -2.024
H28 1.853 -0.816 -5.682
H29 2.521 -0.107 -7.974
H30 3.652 2.091 -8.344
H31 4.136 3.558 -6.369
H32 3.510 2.821 -4.080
H33 4.068 1.591 -1.492
H34 4.360 3.654 -0.134
H35 2.538 5.339 -0.019
H36 0.463 5.006 -1.350
H37 0.142 2.950 -2.680
F1 1.864 -1.777 8.532
C36 2.345 -0.588 8.081
F2 2.668 0.186 9.146
F3 3.455 -0.837 7.339
S1 1.097 0.244 6.976
O1 0.936 -0.714 5.883
O2 -0.038 0.373 7.888
O3 1.775 1.491 6.629

Results
E_tot: -85809.13574 eV
Multiplicity: 1
Highest occupied orbital energy: -7.3 eV
Frontier orbital gap: 0.179 hartree

---

# 5
Here is a structure of composition C36H37FNO5RuSSi from OMol25. Energies are from the ωB97M-V functional and the def2-TZVPD basis.

Cartesian coordinates (Å):
Ru1 1.012 -0.793 -0.117
O1 -0.391 0.773 1.591
C1 -0.911 2.007 1.139
C2 -0.491 2.290 -0.360
O2 -1.135 3.172 -0.953
O3 0.499 1.641 -0.758
C3 -0.356 3.129 2.030
C4 -0.143 4.424 1.565
C5 0.378 5.398 2.406
C6 0.696 5.099 3.723
C7 0.485 3.810 4.194
C8 -0.038 2.837 3.356
C9 -2.422 1.928 1.303
C10 -3.021 0.746 1.727
C11 -4.400 0.670 1.887
C12 -5.199 1.773 1.632
C13 -4.605 2.957 1.209
C14 -3.231 3.034 1.045
H1 0.580 0.818 1.670
H2 -0.374 4.647 0.531
H3 0.549 6.398 2.022
H4 1.114 5.859 4.374
H5 0.738 3.556 5.217
H6 -0.191 1.829 3.721
H7 -2.400 -0.118 1.919
H8 -4.847 -0.263 2.208
H9 -6.275 1.713 1.755
H10 -5.218 3.826 0.996
H11 -2.774 3.945 0.689
C15 5.034 -0.306 0.863
Si1 3.530 0.530 1.657
C16 3.160 2.096 0.705
C17 4.119 1.200 3.345
N1 2.165 -0.515 1.769
C18 1.981 -1.406 2.786
C19 2.997 -1.801 3.693
C20 2.791 -2.682 4.744
C21 1.552 -3.265 4.955
C22 0.532 -2.953 4.060
C23 0.754 -2.078 3.024
F1 -0.291 -1.865 2.187
H12 5.965 0.093 1.278
H13 5.046 -0.148 -0.218
H14 5.005 -1.385 1.031
H15 4.115 2.576 0.459
H16 2.589 2.797 1.323
H17 2.589 1.928 -0.207
H18 4.569 2.183 3.175
H19 4.859 0.579 3.854
H20 3.271 1.336 4.023
H21 3.990 -1.405 3.540
H22 3.625 -2.923 5.395
H23 1.381 -3.955 5.772
H24 -0.456 -3.390 4.146
C24 3.880 -2.620 -2.332
O4 3.259 -2.131 -1.162
C25 2.387 -1.060 -1.261
C26 2.612 -0.183 -2.465
H25 3.142 -2.895 -3.091
H26 4.430 -3.514 -2.038
H27 4.583 -1.903 -2.767
H28 3.668 0.094 -2.574
H29 1.997 0.709 -2.356
H30 2.290 -0.702 -3.377
C27 -5.377 -1.467 -6.413
C28 -5.603 -2.789 -7.097
O5 -6.500 -2.987 -7.883
S1 -4.488 -4.126 -6.739
C29 -3.422 -3.505 -5.476
C30 -3.812 -3.523 -4.135
C31 -2.993 -3.009 -3.154
C32 -1.725 -2.460 -3.461
C33 -1.344 -2.467 -4.823
C34 -2.172 -2.976 -5.802
C35 -0.889 -1.942 -2.460
C36 -0.148 -1.483 -1.587
H31 -6.060 -0.739 -6.847
H32 -4.342 -1.146 -6.524
H33 -5.554 -1.554 -5.341
H34 -4.776 -3.944 -3.869
H35 -3.306 -3.019 -2.119
H36 -0.381 -2.051 -5.087
H37 -1.858 -2.957 -6.840

Results
E_tot: -73672.63641 eV
Total charge: -2
Multiplicity: 2
Highest occupied orbital energy (spin up / spin down): -1.2 / -0.9 eV
Frontier orbital gap (spin up / spin down): 0.190 / 0.180 hartree